i | The following is a quantum chemistry calculation of an isolated ion of composition C5H10NO2 and charge -1, from the OMol25 dataset.

The frontier orbital gap comes out at 0.237 Eh. Its molar mass is 116.14 u. As for the highest occupied orbital energy: -2.76 eV. The SMILES is N[C@@H](C[O-])CCC=O.

The geometry in ORCA input format:
```
! wB97M-V def2-TZVPD RIJCOSX def2/J DEFGRID3
* xyz -1 1
N -1.133 1.210 -0.056
C 0.238 0.734 0.043
C 1.016 1.611 1.138
O 0.406 2.802 1.360
C 0.385 -0.731 0.370
C -0.599 -1.671 -0.387
C -0.316 -1.583 -1.852
O 0.220 -2.442 -2.528
H -1.058 2.121 0.448
H -1.785 0.657 0.501
H 0.730 0.985 -0.893
H 2.050 1.751 0.746
H 1.063 1.010 2.082
H 1.414 -1.027 0.179
H 0.136 -0.859 1.425
H -1.587 -1.249 -0.261
H -0.583 -2.685 0.010
H -0.597 -0.634 -2.327
*
```

Atom charges from the Löwdin analysis, given in e for atoms 1 to 4: number 1, N, carries 0.01; number 2, C, carries -0.43; number 3, C, carries -0.46; number 4, O, carries -0.37

***

ii | The following is a quantum chemistry calculation of an isolated ion of composition C5H10NO2 and charge -1, from the OMol25 dataset.

The frontier orbital gap comes out at 0.246 Eh. Its molar mass is 116.14 u. As for the highest occupied orbital energy: -2.64 eV.

The geometry in ORCA input format:
```
! wB97M-V def2-TZVPD RIJCOSX def2/J DEFGRID3
* xyz -1 1
C 2.288 -0.588 -0.090
C 1.442 0.539 0.496
N 0.806 1.334 -0.508
C -0.506 1.581 -0.295
O -1.529 0.769 -1.187
C -1.501 -0.534 -0.942
C -2.058 -0.983 0.398
O -1.085 -1.375 -1.729
H 2.768 -1.176 0.692
H 1.667 -1.250 -0.688
H 3.040 -0.173 -0.753
H 2.140 1.145 1.100
H 0.737 0.086 1.216
H -0.842 1.395 0.742
H -0.796 2.596 -0.567
H -1.241 -1.324 1.021
H -2.629 -0.212 0.895
H -2.702 -1.832 0.199
*
```

Atom charges from the Löwdin analysis, given in e for atoms 1 to 4: number 1, C, carries -0.14; number 2, C, carries -0.42; number 3, N, carries -0.10; number 4, C, carries -0.34

***

iii | The following is a quantum chemistry calculation of an isolated ion of composition C5H10NO2 and charge -1, from the OMol25 dataset.

The frontier orbital gap comes out at 0.242 Eh. Its molar mass is 116.14 u. As for the highest occupied orbital energy: -2.81 eV. The SMILES is CC[C@H](C[O-])NC=O.

The geometry in ORCA input format:
```
! wB97M-V def2-TZVPD RIJCOSX def2/J DEFGRID3
* xyz -1 1
C -1.784 -1.547 -0.437
C -0.343 -1.062 -0.681
C 0.098 -0.013 0.339
C -0.436 1.452 0.022
O -0.187 2.285 1.049
N 1.570 -0.087 0.445
C 2.343 1.016 0.496
O 3.493 1.053 0.909
H -2.211 -1.737 0.551
H -2.390 -0.662 -0.697
H -2.166 -2.351 -1.070
H -0.292 -0.625 -1.682
H 0.321 -1.925 -0.671
H -0.310 -0.017 1.355
H 0.002 1.768 -0.957
H -1.526 1.313 -0.123
H 1.859 -0.807 1.079
H 1.958 1.945 0.072
*
```

Atom charges from the Löwdin analysis, given in e for atoms 1 to 4: number 1, C, carries -0.13; number 2, C, carries -0.22; number 3, C, carries -0.33; number 4, C, carries -0.50

***

iv | The following is a quantum chemistry calculation of an isolated ion of composition C5H10NO2 and charge -1, from the OMol25 dataset.

The frontier orbital gap comes out at 0.226 Eh. Its molar mass is 116.14 u. As for the highest occupied orbital energy: -2.52 eV. The SMILES is CC(=O)NCCC[O-].

The geometry in ORCA input format:
```
! wB97M-V def2-TZVPD RIJCOSX def2/J DEFGRID3
* xyz -1 1
C -0.779 1.892 -0.518
C -1.308 1.198 0.738
O -2.139 1.744 1.445
N -0.520 0.190 1.279
C -0.146 -0.890 0.402
C 1.305 -0.796 0.166
C 1.704 -1.038 -1.400
O 1.483 -2.299 -1.801
H 0.201 2.325 -0.278
H -1.325 2.706 -0.928
H -0.490 1.188 -1.323
H -0.740 -0.038 2.205
H -0.677 -0.907 -0.547
H -0.337 -1.902 0.839
H 1.778 0.133 0.545
H 1.907 -1.594 0.503
H 1.119 -0.228 -1.912
H 2.804 -0.766 -1.538
*
```

Atom charges from the Löwdin analysis, given in e for atoms 1 to 4: number 1, C, carries 0.00; number 2, C, carries -0.51; number 3, O, carries 0.01; number 4, N, carries 0.04

***

So which one wins? Going from most stable to least: iii, ii, i, iv.

***

i | The following is a quantum chemistry calculation of an isolated ion of composition C5H10NO2 and charge -1, from the OMol25 dataset.

The frontier orbital gap comes out at 0.164 Eh. Its molar mass is 116.14 u. As for the highest occupied orbital energy: -3.70 eV.

The geometry in ORCA input format:
```
! wB97M-V def2-TZVPD RIJCOSX def2/J DEFGRID3
* xyz -1 1
O -1.405 -1.808 -0.346
C -1.498 -0.506 -0.080
N -0.562 1.560 1.020
C -0.322 0.118 0.789
C 0.977 -0.063 -0.105
C 2.341 -0.465 0.491
O 3.332 -0.587 -0.455
C -1.558 0.331 -1.431
H -2.392 -0.198 0.504
H -0.651 1.660 1.982
H -0.327 -0.443 1.705
H 1.064 0.907 -0.712
H 0.859 -0.874 -0.798
H 2.114 -1.346 1.209
H 2.482 0.344 1.303
H -2.474 0.143 -1.979
H -0.716 -0.109 -1.952
H -1.265 1.334 -1.144
*
```

Atom charges from the Löwdin analysis, given in e for atoms 1 to 4: number 1, O, carries -0.12; number 2, C, carries -0.54; number 3, N, carries 0.14; number 4, C, carries -0.32

***

ii | The following is a quantum chemistry calculation of a 3-piece molecular cluster, C5H10NO2 overall, from the OMol25 dataset.

The frontier orbital gap comes out at 0.257 Eh. Its molar mass is 116.14 u. As for the highest occupied orbital energy: -3.85 eV.

The geometry in ORCA input format:
```
! wB97M-V def2-TZVPD RIJCOSX def2/J DEFGRID3
* xyz -1 1
C -0.327 1.064 0.105
C -1.622 0.885 -0.636
C -2.302 -0.275 -0.523
C -2.114 -1.352 0.417
N 2.869 -0.828 0.053
C 2.913 0.589 0.275
O 2.363 1.023 1.302
O 3.445 1.209 -0.672
H -0.263 2.067 0.527
H 0.521 0.989 -0.583
H -0.208 0.355 0.916
H -2.254 1.673 -1.023
H -0.787 -1.319 -0.561
H -3.216 -0.290 -1.123
H 2.479 -1.426 0.761
H -2.842 -2.147 0.373
H -1.540 -1.143 1.309
H 2.885 -1.075 -0.915
*
```

Atom charges from the Löwdin analysis, given in e for atoms 1 to 4: number 1, C, carries -0.12; number 2, C, carries -0.22; number 3, C, carries -0.36; number 4, C, carries -0.04

***

So which one wins? Going from most stable to least: ii, i.